Computed, not measured: C24H22F6N3O4PmS2Si as an isolated structure, with wB97M-V/def2-TZVPD.

- E_tot: -3686.50365 Ha
- 2S+1: 5
- Expectation value of S²: 6.0046
- E_HOMO (spin up / spin down): -7.4 / -7.4 eV

Geometry (Å):
1 Pm -0.4660 -0.4730 -0.2575
2 C 2.1324 -3.3690 2.3078
3 Si 0.4804 -3.7078 1.3723
4 C -1.0069 -3.3926 2.5239
5 C 0.3396 -5.5421 0.8344
6 N 0.3176 -2.6630 0.0005
7 C 1.0827 -2.8657 -1.1067
8 C 2.2826 -3.6074 -1.1895
9 C 2.9529 -3.7641 -2.3829
10 C 2.4883 -3.2002 -3.5640
11 C 1.3004 -2.4817 -3.5477
12 C 0.6457 -2.3547 -2.3493
13 F -0.6258 -1.7103 -2.3025
14 H 1.9954 -3.3785 3.3837
15 H 2.5155 -2.3891 2.0291
16 H 2.9065 -4.0945 2.0775
17 H -1.3915 -4.3197 2.9368
18 H -1.8106 -2.8986 1.9790
19 H -0.7392 -2.7548 3.3580
20 H 0.6454 -6.2293 1.6164
21 H 0.9310 -5.7518 -0.0503
22 H -0.6934 -5.7683 0.5862
23 H 2.6684 -4.0488 -0.2869
24 H 3.8586 -4.3533 -2.3919
25 H 3.0342 -3.3328 -4.4831
26 H 0.8866 -2.0353 -4.4375
27 F -0.9866 3.2312 1.6007
28 C -2.1183 2.5831 1.1756
29 C -1.9467 1.3086 0.6500
30 C -3.1557 0.6947 0.3191
31 F -3.0448 -0.6081 -0.1747
32 C -4.4153 1.2536 0.4587
33 F -5.5375 0.5940 0.1334
34 C -4.5018 2.5494 0.9692
35 F -5.6980 3.1326 1.1330
36 C -3.3412 3.2266 1.3300
37 F -3.4282 4.4684 1.8396
38 O -1.3194 0.7907 -2.0281
39 S -0.0359 1.2963 -2.4952
40 O 0.5373 0.6110 -3.6082
41 N 0.9686 1.2690 -1.1888
42 C 1.3682 2.5025 -0.8928
43 S 2.3969 2.8704 0.3488
44 C 0.7672 3.5700 -1.7080
45 C 0.9076 4.9408 -1.5448
46 C 0.1226 5.7773 -2.3235
47 C -0.7891 5.2626 -3.2353
48 C -0.9107 3.8892 -3.4211
49 C -0.1103 3.0698 -2.6615
50 H 1.5999 5.3286 -0.8117
51 H 0.2080 6.8476 -2.2078
52 H -1.4133 5.9372 -3.8002
53 H -1.6170 3.4717 -4.1212
54 N 1.5652 1.9248 3.0670
55 C 0.5591 0.9800 3.5717
56 C 0.2690 0.0445 2.3533
57 O -0.7975 -0.5604 2.2864
58 O 1.1761 0.0513 1.4784
59 H 1.1562 2.8020 2.7190
60 H 1.9127 1.4236 2.1591
61 H 2.3413 2.1197 3.6988
62 H -0.3650 1.4621 3.8871
63 H 0.9455 0.3697 4.3881

---

Computed, not measured: C24H22IMnN7O2STe2 as an isolated structure, with wB97M-V/def2-TZVPD.

- E_tot: -3844.20693 Ha
- Net charge: +1
- 2S+1: 5
- Expectation value of S²: 6.0475
- E_HOMO (spin up / spin down): -10.1 / -10.1 eV

Geometry (Å):
1 Mn 0.0089 -0.6646 -1.0068
2 O 0.8237 3.6910 5.1607
3 C -0.4259 3.5189 4.6815
4 O -1.3774 3.8954 5.2957
5 C -0.5523 2.8275 3.3517
6 C 0.4130 2.9381 2.3543
7 C 0.2295 2.3130 1.1318
8 C -0.9309 1.5828 0.9266
9 C -1.9068 1.4659 1.9044
10 C -1.7150 2.1042 3.1194
11 N -1.1191 0.9121 -0.3278
12 C -2.1130 1.2154 -1.0713
13 C -2.2919 0.4687 -2.3153
14 C -3.3598 0.6528 -3.1638
15 C -3.4548 -0.1634 -4.2910
16 C -2.4822 -1.1155 -4.5145
17 C -1.4264 -1.2406 -3.6163
18 N -1.3375 -0.4625 -2.5434
19 H 1.4705 3.2424 4.6043
20 H 1.3035 3.5357 2.5097
21 H 0.9670 2.4006 0.3446
22 H -2.7869 0.8634 1.7237
23 H -2.4641 2.0465 3.8976
24 H -2.8177 1.9950 -0.7906
25 H -4.1056 1.4049 -2.9475
26 H -4.2825 -0.0493 -4.9772
27 H -2.5237 -1.7707 -5.3726
28 H -0.6394 -1.9694 -3.7506
29 N 1.2566 -1.6595 -2.0258
30 C 1.8633 -2.5201 -2.5687
31 N 2.6021 -3.2810 -3.2054
32 C 2.5085 -4.5818 -3.4402
33 N 2.4736 -5.7040 -3.7003
34 Te -1.6826 -2.7001 -0.2923
35 C -1.8413 -3.0633 1.7681
36 C -1.9594 -4.2822 2.3639
37 C -2.0824 -4.2001 3.7859
38 C -2.0516 -2.9279 4.2529
39 S -1.9127 -1.8128 2.9479
40 H -1.9496 -5.2142 1.8179
41 H -2.1863 -5.0632 4.4274
42 H -2.1282 -2.5837 5.2712
43 C 2.3455 3.3930 -2.2184
44 Te 1.4206 1.6345 -2.9639
45 C 3.2280 0.6997 -3.5594
46 H 2.8220 3.9233 -3.0375
47 H 3.0803 3.1268 -1.4619
48 H 1.5765 4.0255 -1.7803
49 H 3.9834 0.8787 -2.7972
50 H 3.5497 1.1097 -4.5115
51 H 3.0496 -0.3667 -3.6553
52 I 5.0716 0.3659 2.2214
53 C 3.1758 -0.2042 1.7013
54 C 2.2286 -0.8198 2.5015
55 N 1.1332 -0.9971 1.7590
56 N 1.3101 -0.5294 0.5169
57 C 2.5556 -0.0565 0.4627
58 H 2.2638 -1.1462 3.5276
59 H 0.2590 -1.4445 2.0310
60 H 2.9333 0.3628 -0.4557

---

Computed, not measured: C24H22N4O3OsS3 as an isolated structure, with wB97M-V/def2-TZVPD.

- E_tot: -2657.73187 Ha
- E_HOMO (spin up / spin down): -8.0 / -8.0 eV

Geometry (Å):
1 Os -0.1230 0.6596 -0.0834
2 C 1.1624 -5.7737 -2.1054
3 C 0.4597 -4.7747 -1.2341
4 C -0.7077 -4.1512 -1.6814
5 C -1.3712 -3.2337 -0.8917
6 C -0.8476 -2.9098 0.3546
7 C 0.2923 -3.5305 0.8349
8 C 0.9364 -4.4629 0.0353
9 S -1.7836 -1.8608 1.4123
10 O -1.2609 -1.9243 2.7449
11 O -3.1601 -2.1844 1.1581
12 N -1.6086 -0.2487 0.8342
13 C -2.6913 0.5935 1.2183
14 C -3.6532 0.3476 2.1756
15 C -4.6690 1.2882 2.4365
16 C -4.7397 2.4832 1.7823
17 C -3.7372 2.8066 0.8446
18 C -3.6631 4.0370 0.1627
19 C -2.6125 4.2989 -0.6769
20 C -1.6110 3.3336 -0.8266
21 N -1.6736 2.1646 -0.2223
22 C -2.7177 1.8666 0.5897
23 H 1.4042 -5.3357 -3.0736
24 H 0.5300 -6.6464 -2.2757
25 H 2.0949 -6.1066 -1.6531
26 H -1.1007 -4.3992 -2.6595
27 H -2.2899 -2.7722 -1.2274
28 H 0.6556 -3.3004 1.8261
29 H 1.8291 -4.9524 0.4058
30 H -3.6649 -0.5693 2.7384
31 H -5.4116 1.0349 3.1808
32 H -5.5286 3.1946 1.9870
33 H -4.4382 4.7758 0.3243
34 H -2.5292 5.2382 -1.2034
35 H -0.7290 3.5025 -1.4279
36 S 1.5584 -0.5690 0.9424
37 C 2.0467 -1.2874 -0.5578
38 S 0.7633 -0.7439 -1.6079
39 C 3.1233 -2.0613 -0.8674
40 C 4.0464 -2.4294 0.1467
41 N 4.7878 -2.7415 0.9697
42 C 3.2650 -2.5787 -2.1823
43 N 3.3601 -3.0113 -3.2446
44 C 2.9798 2.3680 1.2477
45 C 2.2499 2.8529 0.0020
46 C 3.1000 2.6325 -1.2430
47 C 1.8727 4.3198 0.1705
48 O 1.0094 2.1769 -0.2468
49 H 3.8379 3.0188 1.4289
50 H 3.3431 1.3520 1.1380
51 H 2.3289 2.4139 2.1218
52 H 4.0166 3.2216 -1.1870
53 H 2.5514 2.9299 -2.1375
54 H 3.3708 1.5802 -1.3367
55 H 2.7636 4.9244 0.3486
56 H 1.1981 4.4426 1.0183
57 H 1.3853 4.7005 -0.7277

---

Computed, not measured: C24H22N9O2PZn as an isolated structure, with wB97M-V/def2-TZVPD.

- E_tot: -3691.03868 Ha
- Net charge: +2
- E_HOMO: -12.3 eV

Geometry (Å):
1 Zn 0.0851 0.2460 0.0183
2 C -0.6068 -2.5273 4.6222
3 N -0.4955 -1.3391 3.7753
4 C -0.6975 -0.0596 4.1965
5 C -0.5075 0.7475 3.1116
6 N -0.1970 -0.0298 2.0364
7 C -0.1990 -1.2992 2.4552
8 P 0.1722 -2.7863 1.4725
9 C -1.1356 -2.6073 0.1419
10 N -1.1701 -1.7056 -1.8029
11 C -2.6321 -1.4461 -1.9730
12 C -3.3924 -2.7261 -1.5972
13 N -2.4618 -3.3875 0.2629
14 C -2.5950 -4.3696 1.3452
15 C 1.5599 -2.1481 0.4636
16 N 1.6741 -0.9585 -0.1395
17 C 2.8882 -0.9300 -0.7601
18 C 3.5224 -2.1152 -0.5280
19 N 2.6823 -2.8677 0.2398
20 C 2.9864 -4.2111 0.7388
21 H -0.8166 -2.2012 5.6361
22 H 0.3271 -3.0840 4.6140
23 H -1.4237 -3.1590 4.2809
24 H -0.9524 0.1705 5.2165
25 H -0.5818 1.8194 3.0474
26 H -2.9102 -0.9755 -2.9100
27 H -4.1957 -3.0162 -2.2641
28 H -3.4558 -4.9992 1.1274
29 H -2.7768 -3.8275 2.2734
30 H -1.7001 -4.9842 1.4215
31 H 3.2308 -0.0793 -1.3230
32 H 4.4888 -2.4750 -0.8358
33 H 3.9845 -4.4760 0.4044
34 H 2.2767 -4.9329 0.3416
35 H 2.9603 -4.2216 1.8255
36 O -6.8359 -0.3568 1.6314
37 N -5.7879 -0.9431 1.5519
38 O -5.5403 -2.0214 2.0715
39 C -4.7006 -0.3232 0.7511
40 C -4.7653 1.0173 0.5368
41 C -3.6295 1.6398 -0.0725
42 C -3.5051 3.0407 -0.1811
43 C -2.3220 3.6084 -0.5834
44 C -1.2211 2.7818 -0.7958
45 N -1.3207 1.4548 -0.7439
46 C -2.5253 0.8785 -0.4818
47 C -2.6484 -0.6051 -0.5919
48 N -1.2593 -1.2422 -0.3894
49 C -0.9711 -3.1043 -1.3185
50 C -2.3398 -3.7736 -1.2175
51 C -3.7632 -2.5535 -0.0789
52 C -3.6743 -1.1574 0.2873
53 H -5.5833 1.6074 0.9189
54 H -4.3509 3.6646 0.0797
55 H -2.2133 4.6793 -0.6757
56 H -0.2410 3.1933 -0.9975
57 H -0.1126 -3.6393 -1.7114
58 H -2.4828 -4.8233 -1.4545
59 H -4.5949 -3.1387 0.2958

---

Taking the records one at a time from the top gives energy relative to the best compared isomer or geometry (same formula, charge and spin) values of 36.6; 0.0; 75.9; 0.0 kJ/mol.